No. 1
Computed, not measured: a 2-piece molecular cluster, C3H2NO2Se overall, with the ωB97M-V functional and the def2-TZVPD basis.

Results
LUMO = 3.2 eV
M = 163.014 g/mol
2S+1 = 1
max |F| = 2.25 eV/Å
charge = -1
gap between HOMO and LUMO = 6.1498 eV
DFT total energy = -2722.17140 Ha
energy relative to the best compared isomer or geometry (same formula, charge and spin) = 1.6596 eV

The geometry in XYZ format:
```
9
C3H2NO2Se | the OMol25 dataset | the ωB97M-V functional and the def2-TZVPD basis
C 0.337 0.160 -1.844
C 1.210 0.950 0.367
C 0.142 0.375 -0.455
N 0.525 -0.032 -2.957
O 2.232 0.844 0.938
O 0.270 1.774 0.024
Se -2.434 -1.950 1.404
H -0.669 -0.196 0.003
H -1.613 -1.925 2.519
```

No. 2
Computed, not measured: an isolated ion of composition C3H2NO3 and charge -1, with the ωB97M-V functional and the def2-TZVPD basis.

Results
LUMO = 3.9 eV
M = 100.053 g/mol
2S+1 = 1
max |F| = 4.02 eV/Å
charge = -1
gap between HOMO and LUMO = 7.9312 eV
SMILES = [H]/N=C(/[O-])[C@H]1OC1=O
DFT total energy = -395.98506 Ha
energy relative to the best compared isomer or geometry (same formula, charge and spin) = 2.4670 eV

The geometry in XYZ format:
```
9
C3H2NO3 | the OMol25 dataset | the ωB97M-V functional and the def2-TZVPD basis
H 0.529 0.032 -0.970
N 0.713 1.050 -0.873
C -0.320 1.551 -0.208
O -0.559 2.762 0.043
C -0.986 0.243 0.425
O -2.437 0.289 1.031
C -2.206 -0.206 -0.176
O -2.787 -0.711 -1.036
H -0.193 -0.217 0.987
```

No. 3
Computed, not measured: an isolated ion of composition C3H2NO3 and charge -1, with the ωB97M-V functional and the def2-TZVPD basis.

Results
LUMO = 4.0 eV
M = 100.053 g/mol
2S+1 = 1
max |F| = 3.63 eV/Å
charge = -1
gap between HOMO and LUMO = 6.1369 eV
SMILES = O=C=CC(=O)N[O-]
DFT total energy = -395.94420 Ha
energy relative to the best compared isomer or geometry (same formula, charge and spin) = 3.5790 eV

The geometry in XYZ format:
```
9
C3H2NO3 | the OMol25 dataset | the ωB97M-V functional and the def2-TZVPD basis
O 3.256 -0.281 0.051
C 2.118 -0.478 -0.084
C 0.896 -0.860 -0.007
C -0.297 0.029 -0.070
O -1.388 -0.569 0.044
N -0.167 1.341 0.037
O 0.885 2.106 0.012
H 0.751 -1.805 0.314
H -1.060 1.864 0.384
```

No. 4
Computed, not measured: one molecule with the formula C3H2NOP, with the ωB97M-V functional and the def2-TZVPD basis.

Results
LUMO = 0.2 eV
M = 99.029 g/mol
2S+1 = 1
max |F| = 7.71 eV/Å
gap between HOMO and LUMO = 8.9505 eV
SMILES = O=C=P[C@@H]1C=N1
DFT total energy = -586.70878 Ha
energy relative to the best compared isomer or geometry (same formula, charge and spin) = 2.2995 eV

The geometry in XYZ format:
```
8
C3H2NOP | the OMol25 dataset | the ωB97M-V functional and the def2-TZVPD basis
O -3.687 -0.812 1.945
C -2.580 -0.549 2.176
P -0.967 -0.437 2.511
C -0.851 -0.009 0.430
C -1.777 -0.446 -0.704
N -0.707 -0.949 -0.610
H -0.184 0.907 0.416
H -2.726 -0.528 -0.966
```

No. 5
Computed, not measured: C3H2NOPS as an isolated structure, with the ωB97M-V functional and the def2-TZVPD basis.

Results
LUMO (alpha / beta) = -2.1 / -2.2 eV
M = 131.096 g/mol
2S+1 = 1
max |F| = 3.08 eV/Å
gap between HOMO and LUMO (alpha / beta) = 7.1261 / 7.1298 eV
DFT total energy = -984.90867 Ha
energy relative to the best compared isomer or geometry (same formula, charge and spin) = 2.2466 eV

The geometry in XYZ format:
```
9
C3H2NOPS | the OMol25 dataset | the ωB97M-V functional and the def2-TZVPD basis
C -0.078 0.123 -2.248
C -1.314 0.091 0.034
C -0.363 0.027 -0.905
N 0.173 0.148 -3.369
O 0.815 1.056 1.355
P 0.258 -0.363 0.781
S 1.325 -2.377 2.261
H -2.354 0.334 0.108
H 1.537 0.961 1.981
```

No. 6
Computed, not measured: an isolated ion of composition C3H2NOS3 and charge -1, with the ωB97M-V functional and the def2-TZVPD basis.

Results
LUMO = 3.3 eV
M = 164.256 g/mol
2S+1 = 1
max |F| = 4.35 eV/Å
charge = -1
gap between HOMO and LUMO = 6.7566 eV
DFT total energy = -1440.07820 Ha
energy relative to the best compared isomer or geometry (same formula, charge and spin) = 1.1259 eV

The geometry in XYZ format:
```
10
C3H2NOS3 | the OMol25 dataset | the ωB97M-V functional and the def2-TZVPD basis
C 0.758 0.573 1.170
C 0.927 -1.402 -0.088
C -1.355 0.020 -0.254
N 1.252 -0.468 0.811
O 0.594 1.544 1.724
S 2.156 -2.268 -0.792
S -0.683 -1.536 -0.724
S -1.246 1.403 -1.350
H -2.291 -0.118 0.248
H -0.111 2.251 -0.745
```